(1)
C28H34ClN7P2S3Tl as an isolated structure. Source: the Open Molecules 2025 dataset; level of theory: wB97M-V/def2-TZVPD.

Structure (XYZ):
```
76
Properties=species:S:1:pos:R:3:forces:R:3:mulliken_charge:R:1
Tl 0.1593 -0.5659 -0.3084 -0.408 -0.180 0.271 1.39
N 0.8979 2.8231 2.3273 -0.051 -0.021 -0.108 -0.34
C 0.5102 2.1647 1.2070 0.353 -0.061 0.061 0.34
S 1.7693 1.1454 0.4836 -0.016 0.157 -0.009 -0.55
N -0.6878 2.3516 0.7699 -0.120 0.106 0.037 -1.01
N -1.0211 1.6394 -0.3552 0.140 0.120 0.008 0.98
C -1.8461 2.1778 -1.1721 -0.005 -0.150 -0.091 -0.18
C -2.5128 3.4912 -0.9697 -0.005 -0.060 -0.002 0.02
C -3.2548 3.7493 0.1804 0.002 0.052 -0.061 0.11
C -3.8987 4.9670 0.3317 0.015 -0.033 -0.005 -0.84
C -3.7898 5.9401 -0.6531 0.004 -0.003 -0.011 -0.40
C -3.0494 5.6890 -1.7990 0.006 -0.013 0.001 -0.85
C -2.4242 4.4619 -1.9647 0.005 -0.018 0.043 -0.03
C -2.1019 1.4448 -2.4485 0.034 0.136 0.101 0.32
C -3.3201 1.5732 -3.1000 -0.108 0.055 0.015 -0.76
C -3.5093 0.9088 -4.3002 -0.063 0.022 -0.001 -0.64
C -2.4669 0.1641 -4.8193 0.063 -0.035 -0.004 -0.83
C -1.2846 0.0975 -4.0964 0.021 0.002 -0.006 -0.02
N -1.0964 0.7100 -2.9316 0.048 0.004 -0.045 -0.09
H 1.8612 2.7930 2.6084 -0.021 0.000 -0.015 0.25
H 0.3269 3.5912 2.6405 -0.017 -0.016 0.003 0.22
H -3.3306 2.9938 0.9489 -0.003 -0.014 0.032 0.34
H -4.4851 5.1594 1.2205 0.004 -0.005 -0.003 0.43
H -4.2877 6.8926 -0.5287 0.003 0.000 -0.001 0.41
H -2.9640 6.4454 -2.5679 0.000 -0.006 0.002 0.41
H -1.8576 4.2590 -2.8656 -0.001 0.006 0.000 0.50
H -4.1014 2.1842 -2.6683 0.006 -0.022 -0.012 0.54
H -4.4530 0.9807 -4.8245 0.002 0.002 0.010 0.47
H -2.5603 -0.3570 -5.7619 0.013 0.003 0.006 0.46
H -0.4453 -0.4735 -4.4770 0.022 -0.040 0.009 0.32
C 3.3530 -2.3413 -0.0474 0.021 0.016 -0.049 -1.34
P 1.7071 -2.7023 0.6613 0.195 -0.034 -0.037 0.79
C 1.3658 -4.3641 0.0022 0.026 -0.012 -0.044 -1.40
C 2.1663 -3.0661 2.4061 -0.046 0.061 0.042 -1.09
C 2.8515 -1.9181 3.1542 0.014 -0.027 0.038 -1.41
P 1.7218 -0.5208 3.6163 -0.109 -0.076 0.043 1.10
C 1.1027 -1.1909 5.2158 0.048 -0.002 0.014 -1.44
C 2.9905 0.6538 4.2416 -0.032 0.012 0.028 -1.48
H 4.0981 -3.0220 0.3679 -0.007 -0.009 0.020 0.46
H 3.6515 -1.3144 0.1684 -0.004 -0.012 -0.006 0.31
H 3.3247 -2.4720 -1.1293 0.024 -0.011 0.081 0.41
H 2.1739 -5.0450 0.2770 0.002 0.013 -0.011 0.48
H 1.2990 -4.3247 -1.0869 -0.027 0.009 0.059 0.25
H 0.4190 -4.7393 0.3840 -0.035 -0.017 0.012 0.40
H 2.8464 -3.9202 2.3319 0.009 -0.023 0.004 0.62
H 1.2868 -3.4283 2.9452 -0.030 0.067 -0.016 0.44
H 3.6731 -1.5157 2.5558 -0.034 0.035 -0.021 0.45
H 3.3070 -2.3123 4.0675 0.023 -0.026 -0.019 0.61
H 1.9142 -1.3984 5.9174 -0.013 -0.007 0.001 0.41
H 0.5489 -2.1148 5.0399 -0.016 -0.004 -0.010 0.37
H 0.4105 -0.4824 5.6720 0.011 0.014 -0.005 0.38
H 3.7187 0.1750 4.8995 -0.002 -0.011 -0.005 0.46
H 2.4938 1.4494 4.8015 0.013 -0.024 -0.018 0.40
H 3.5204 1.1054 3.4006 0.014 -0.017 -0.003 0.31
S -1.8208 -1.7111 -1.3727 0.030 -0.037 -0.207 -0.12
C -1.9053 -3.0901 -0.4150 0.009 0.000 0.118 0.36
N -1.9744 -4.0331 0.2487 0.064 -0.052 -0.003 -0.63
Cl 1.7684 -3.8312 -5.1468 -0.003 -0.020 -0.009 -0.20
C 2.0964 -2.4198 -4.2168 -0.037 -0.026 0.002 -0.28
C 3.1002 -1.5391 -4.5824 0.063 0.015 -0.043 -0.35
C 3.3064 -0.4145 -3.8012 0.019 0.010 0.001 -1.03
C 2.5153 -0.2173 -2.6826 -0.082 -0.077 -0.110 -0.29
N 1.5569 -1.0789 -2.3358 -0.016 0.161 -0.138 0.76
C 1.3370 -2.1552 -3.0902 -0.039 0.066 0.115 -0.63
H 3.6981 -1.7327 -5.4629 -0.003 0.006 0.007 0.49
H 4.0708 0.3056 -4.0568 0.001 -0.008 -0.001 0.48
H 2.6349 0.6541 -2.0517 -0.006 0.007 0.017 0.42
H 0.5255 -2.8117 -2.7944 0.009 0.021 -0.017 0.55
S -2.6767 -1.9758 3.6813 -0.009 -0.016 0.001 -0.18
C -3.0427 -0.3443 3.3254 0.056 -0.041 0.003 -0.34
C -2.2264 0.1065 2.3429 0.063 -0.109 0.042 -0.89
N -1.3179 -0.8163 1.8736 -0.067 0.060 -0.094 0.86
C -1.4566 -1.9525 2.4977 0.003 0.076 0.052 -0.40
H -3.8184 0.1930 3.8441 -0.001 -0.008 0.004 0.48
H -2.2187 1.1053 1.9435 -0.002 0.065 -0.045 0.33
H -0.8722 -2.8331 2.2835 -0.021 0.006 -0.017 0.14
```
Positions in Å, forces in eV/Å.

Properties
Relative energy (zero: lowest compared OMol25 entry of this formula, charge and spin) ... 39.7 kJ/mol
Charge ... +1
Kohn-Sham gap ... 7.47 eV
Total energy ... -108313.2989 eV



(2)
A 2-piece molecular cluster, C5H10ClF6N4P overall at a distorted geometry. Source: the Open Molecules 2025 dataset; level of theory: wB97M-V/def2-TZVPD.

Structure (XYZ):
```
27
Properties=species:S:1:pos:R:3:forces:R:3:mulliken_charge:R:1
C 3.1746 0.2916 0.5489 -1.246 0.298 0.775 -1.32
C 1.7397 0.6298 -0.0073 1.823 -0.398 0.472 0.47
Cl 1.9831 1.2901 -1.6734 -0.699 -0.073 0.475 -0.18
C 1.1478 1.6867 0.9458 0.687 0.126 -0.595 -0.78
N -0.3108 1.8565 0.8658 1.107 -0.298 0.185 0.53
N -0.8308 3.0692 1.0708 -0.409 0.241 -0.038 -0.39
C -2.1554 2.9331 0.9644 -0.741 0.325 0.076 0.05
N -2.5208 1.6839 0.7223 1.456 0.651 0.073 -0.50
C -1.3215 1.0056 0.6619 -1.488 0.237 0.135 0.20
N -1.1896 -0.3102 0.4400 0.453 -0.078 -0.030 -0.24
H 3.8550 -0.0476 -0.2373 -0.221 0.118 0.318 0.41
H 3.0178 -0.4869 1.3211 0.347 0.201 -0.445 0.34
H 3.5439 1.1812 1.0931 0.310 -0.371 -0.543 0.33
H 1.2000 -0.3227 -0.0357 -0.212 0.624 -0.385 0.31
H 1.5897 2.6568 0.6425 -0.276 -0.438 0.076 0.40
H 1.5010 1.5270 1.9822 -0.633 -0.291 -0.372 0.29
H -0.2532 3.8747 1.2725 -0.118 -0.101 -0.102 0.23
H -2.7931 3.8109 1.0788 0.050 -0.485 -0.059 0.41
H -1.1298 -0.9504 1.2172 -0.118 -0.064 -0.294 0.24
H -1.0820 -0.6574 -0.5158 -0.248 -0.519 0.198 0.30
F -1.8574 -3.0108 -3.2103 -1.021 0.657 0.097 -0.33
P -1.3129 -3.5444 -1.7678 -0.552 -1.370 -0.576 0.95
F 0.0278 -3.7885 -0.8636 -0.039 -0.596 0.923 -0.34
F -0.6857 -4.6427 -2.7992 1.183 -0.343 0.347 -0.31
F -1.9536 -4.8189 -0.9771 0.168 -0.919 -0.440 -0.33
F -2.6867 -2.9036 -1.1467 0.142 1.311 0.557 -0.33
F -0.6974 -2.0129 -1.5933 0.292 1.556 -0.828 -0.38
```
Positions in Å, forces in eV/Å.

Properties
Charge ... 0
Kohn-Sham gap ... 9.03 eV
Total energy ... -49425.5942 eV



(3)
C20H53Mn2N3O12S as an isolated structure at a distorted geometry. Source: the Open Molecules 2025 dataset; level of theory: wB97M-V/def2-TZVPD.

Structure (XYZ):
```
91
Properties=species:S:1:pos:R:3:forces:R:3:mulliken_charge:R:1
Mn 16.4099 32.6297 -9.6176 -0.475 -1.925 -2.406 1.12
Mn 17.5880 25.8509 -10.6416 1.374 2.367 1.449 1.21
S 16.9938 29.1770 -10.1529 1.082 3.978 -0.199 1.35
O 16.1056 28.2347 -10.7023 -4.205 -4.291 -2.410 -0.79
O 16.4321 29.9348 -9.0503 -1.498 0.478 4.746 -0.69
O 18.1660 28.3702 -9.8902 2.848 -1.333 1.003 -0.79
O 17.1847 30.3485 -11.0108 1.661 1.245 -2.980 -0.69
C 15.3778 24.9578 -8.4626 0.149 -0.742 -0.957 -0.81
O 16.7821 24.8488 -8.8559 -2.238 0.713 -0.907 -0.17
C 17.5923 24.4257 -7.8140 2.946 -0.194 -0.120 -0.55
C 18.7410 23.7503 -8.5745 0.059 -0.651 1.298 -0.68
N 19.3966 24.7066 -9.4372 -0.986 0.014 -1.356 -0.13
C 20.1065 24.0521 -10.5342 1.379 0.364 -0.567 -0.76
C 20.6377 25.1425 -11.4432 1.536 -0.609 -1.510 -0.68
O 19.6630 26.0461 -11.8635 -2.828 -1.145 2.073 -0.18
C 20.0421 26.9095 -12.8517 0.674 1.933 -1.806 -0.83
H 14.8917 25.2763 -9.3848 -0.348 0.566 0.488 0.21
H 15.2466 25.5752 -7.5740 0.036 0.248 -0.355 0.34
H 15.0217 23.9425 -8.2881 0.003 0.008 0.287 0.38
H 17.1531 23.7440 -7.0856 -0.420 0.145 -0.254 0.44
H 18.0077 25.3197 -7.3489 -0.205 -0.024 0.624 0.32
H 18.3165 22.9357 -9.1613 0.105 -0.060 -0.037 0.29
H 19.5328 23.3688 -7.9298 -0.434 -0.507 0.427 0.50
H 20.1241 25.1346 -8.8826 -0.131 0.784 0.022 0.15
H 19.5763 23.2608 -11.0642 -0.834 0.448 -0.005 0.42
H 20.9786 23.4995 -10.1847 0.241 0.007 0.272 0.41
H 21.0482 24.7881 -12.3887 0.017 -1.076 0.018 0.52
H 21.5321 25.6497 -11.0813 -0.249 0.413 0.941 0.47
H 20.6706 26.4723 -13.6275 -0.017 -0.623 0.044 0.37
H 20.6376 27.7303 -12.4521 -0.216 0.226 0.163 0.31
H 19.1583 27.2849 -13.3675 0.024 0.184 0.260 0.27
C 20.1184 31.1699 -17.7131 0.676 1.425 -1.542 -0.78
O 19.5397 31.5649 -16.5309 -0.762 -0.435 2.566 -0.38
C 18.1758 31.8971 -16.6831 0.236 1.286 -1.278 -0.48
C 17.6191 32.8014 -15.5510 0.690 -0.273 0.855 -0.71
N 16.1571 32.9995 -15.5428 0.499 -1.254 -1.112 -0.09
C 15.7339 33.8983 -16.6575 -1.252 -1.071 0.599 -0.62
C 14.2221 33.5974 -17.1548 1.544 0.608 -0.129 -0.69
O 14.0813 32.4704 -18.0489 0.927 0.474 0.753 -0.26
C 12.8254 32.3879 -18.6739 -1.069 0.721 -0.142 -0.80
H 20.1757 32.1222 -18.2402 0.373 -0.072 -1.021 0.34
H 19.5473 30.4976 -18.3534 -0.204 -0.414 0.339 0.31
H 21.1482 30.8328 -17.5950 -0.243 -0.247 0.410 0.26
H 17.6228 30.9776 -16.8751 -0.577 -0.153 0.733 0.35
H 18.0851 32.4170 -17.6368 -0.049 0.351 -0.312 0.34
H 17.9902 33.8094 -15.3656 0.877 0.139 -1.157 0.49
H 18.0357 32.3056 -14.6742 -0.816 -0.313 0.651 0.12
H 15.8831 32.0933 -15.8946 -0.965 -0.521 0.437 0.21
H 16.4193 33.8850 -17.5049 -0.163 -0.319 -0.286 0.32
H 15.8318 34.9038 -16.2482 -0.609 0.250 -0.193 0.43
H 14.0525 34.5785 -17.5984 -0.710 -0.159 -0.866 0.40
H 13.4725 33.4950 -16.3701 0.314 -0.064 0.498 0.36
H 12.6012 31.4522 -19.1859 0.988 -0.155 -0.015 0.27
H 12.6846 33.2066 -19.3796 0.160 0.067 -0.271 0.32
H 11.9710 32.4713 -18.0022 0.092 0.166 0.704 0.31
C 13.3244 31.6249 -10.0781 0.292 0.300 -1.422 -0.79
O 14.3176 32.6137 -10.5382 0.649 0.052 1.386 -0.12
C 13.9240 33.4341 -11.6700 -1.020 -0.423 0.568 -0.62
C 14.7347 34.7215 -11.6516 -2.046 0.647 0.430 -0.74
N 16.1074 34.3966 -11.5059 1.882 -0.241 -0.380 0.06
C 17.0578 35.4824 -11.1893 -1.158 -0.128 1.034 -0.73
C 18.2871 34.9507 -10.4487 0.938 1.857 -1.432 -0.28
O 18.1797 33.7043 -9.8246 0.862 -1.788 0.730 -0.34
C 19.5082 33.0130 -9.6573 -0.321 -0.522 0.293 -0.70
H 12.9834 31.1894 -11.0174 -0.022 -0.684 0.295 0.34
H 12.4350 32.0370 -9.6014 0.353 0.569 0.200 0.31
H 13.8425 30.9178 -9.4303 -0.027 -0.004 -0.236 0.25
H 12.8612 33.6243 -11.5202 -0.047 0.472 -0.021 0.44
H 13.9483 32.8395 -12.5832 0.701 -0.008 -0.108 0.48
H 14.3541 35.3607 -10.8550 0.162 -0.079 0.347 0.43
H 14.5878 35.3066 -12.5594 -0.406 -0.122 -0.226 0.44
H 16.2737 34.2451 -12.4905 1.024 -1.414 -0.172 -0.22
H 16.5548 36.2057 -10.5476 -0.204 -0.060 0.132 0.35
H 17.3741 36.0646 -12.0548 0.079 -0.217 -0.147 0.39
H 18.5394 35.7631 -9.7672 0.388 -0.380 0.468 0.34
H 19.0874 34.8944 -11.1866 0.181 -0.204 0.126 0.46
H 20.0941 32.9505 -10.5743 -0.290 0.905 -0.174 0.35
H 19.3850 31.9507 -9.4463 -0.925 0.040 0.215 0.21
H 20.0572 33.4241 -8.8101 -0.138 0.458 -0.306 0.34
C 15.1480 27.7001 -15.3420 0.594 -0.705 -1.300 -0.61
O 15.6776 28.8953 -14.9633 0.948 2.861 1.754 -0.34
H 16.0043 27.1858 -15.7785 -0.286 -1.113 -0.053 0.23
H 14.7496 27.1944 -14.4625 -0.614 -0.455 -0.610 0.26
H 14.5103 27.9775 -16.1814 -0.823 -0.933 0.276 0.19
H 15.7282 28.9028 -14.0047 0.224 0.441 0.019 0.26
C 15.7925 29.7110 -4.3123 -0.765 0.487 0.927 -0.59
O 15.8895 28.9313 -5.4564 0.370 -1.077 -0.712 -0.45
H 15.9605 29.1506 -3.3926 0.696 -0.403 -0.324 0.24
H 16.4726 30.5617 -4.3559 -0.133 0.164 0.256 0.22
H 14.7523 29.9932 -4.1499 -0.135 0.751 -0.214 0.27
H 15.9233 29.4937 -6.2337 0.008 -0.019 -0.081 0.28
```
Positions in Å, forces in eV/Å.

Properties
Relative energy (zero: lowest compared OMol25 entry of this formula, charge and spin) ... 850.3 kJ/mol
Charge ... +2
Kohn-Sham gap (spin up / spin down) ... 6.67 / 6.35 eV
Spin multiplicity ... 11
Total energy ... -124094.5533 eV



We obtain M values of 866.614; 306.578; 669.596 g mol⁻¹ for the records listed above, in that order.